[1]
ORCA calculation (ωB97M-V/def2-TZVPD) on C4H4N2O in the gas phase in a non-equilibrium geometry.

Each line ends with the natural charge from an NBO analysis.
Geometry (Å):
C (1.543, 0.177, -0.095)  0.75
C (-0.407, 1.348, -0.025)  0.17
C (-1.291, 0.209, 0.093)  -0.39
C (-0.691, -0.943, -0.123)  0.10
H (-0.883, 2.348, -0.071)  0.20
H (-2.341, 0.243, 0.333)  0.23
H (-1.174, -1.874, 0.053)  0.21
H (1.001, -1.831, 0.124)  0.41
N (0.892, 1.262, -0.208)  -0.52
N (0.622, -0.978, -0.207)  -0.57
O (2.730, 0.039, 0.126)  -0.59

As for the largest force on an atom: 0.1261 Eh/bohr. The relative energy (zero: lowest compared OMol25 entry of this formula, charge and spin) is 0.816 eV. Its energy is -9239.671 eV. The spin multiplicity is 1.

[2]
ORCA calculation (ωB97M-V/def2-TZVPD) on 2 unconnected molecules or ions with the total composition C3H7NS in a non-equilibrium geometry.

Each line ends with the natural charge from an NBO analysis.
Geometry (Å):
C (1.696, -0.241, 0.080)  -0.47
C (-0.531, 0.181, 0.209)  -0.40
C (-1.771, 0.582, -0.340)  -0.22
H (2.718, -1.022, -0.199)  0.24
H (1.630, 1.045, 0.129)  0.24
H (1.253, -0.642, 1.197)  0.16
H (0.043, -1.574, -0.679)  0.36
H (-0.283, -0.423, 1.135)  0.23
H (-0.113, 1.256, 0.259)  0.20
H (-2.052, 1.956, -0.969)  0.23
N (0.397, -0.590, -0.807)  -0.61
S (-2.987, -0.527, -0.016)  0.04

As for the largest force on an atom: 0.1166 Eh/bohr. The relative energy (zero: lowest compared OMol25 entry of this formula, charge and spin) is 6.612 eV. Its energy is -15543.033 eV. The spin multiplicity is 1.

[3]
ORCA calculation (ωB97M-V/def2-TZVPD) on a molecular structure, C19H42NOP3SeW in a non-equilibrium geometry.

Each line ends with the natural charge from an NBO analysis.
Geometry (Å):
W (0.891, -0.024, -0.467)  0.32
P (2.094, -1.910, -0.236)  1.05
P (0.706, 0.894, 1.836)  0.99
P (-1.259, -0.929, -1.593)  0.98
H (-1.416, 2.719, 0.507)  0.18
C (-2.344, 2.281, 0.135)  -0.36
C (-2.847, 1.300, 0.931)  -0.35
H (-2.594, 1.187, 2.005)  0.19
C (3.436, -1.267, -1.272)  -0.94
C (2.648, -2.234, 1.461)  -0.93
C (1.396, -3.458, -0.840)  -0.94
C (-0.072, 2.370, 2.688)  -0.86
C (0.449, -0.254, 3.296)  -0.92
C (2.429, 1.422, 2.147)  -0.93
C (-2.864, -0.232, -2.185)  -0.90
C (-1.960, -2.560, -1.011)  -0.93
C (-0.580, -1.376, -3.239)  -0.93
H (-2.252, 1.988, -0.913)  0.19
H (-3.509, 0.472, 0.570)  0.20
H (4.196, -2.056, -1.231)  0.31
H (3.803, -0.313, -0.863)  0.28
H (3.072, -1.086, -2.295)  0.29
H (3.559, -2.850, 1.326)  0.31
H (1.832, -2.782, 1.984)  0.26
H (2.870, -1.289, 1.998)  0.26
H (2.286, -4.088, -1.019)  0.30
H (0.820, -3.299, -1.770)  0.27
H (0.729, -3.863, -0.054)  0.27
H (0.587, 2.621, 3.544)  0.29
H (-1.082, 2.166, 3.082)  0.26
H (-0.116, 3.253, 2.032)  0.27
H (1.130, 0.064, 4.109)  0.30
H (0.664, -1.294, 3.014)  0.22
H (-0.597, -0.200, 3.649)  0.26
H (2.480, 1.809, 3.171)  0.28
H (2.689, 2.223, 1.450)  0.27
H (3.142, 0.606, 2.041)  0.24
H (-3.200, -0.800, -3.065)  0.29
H (-2.767, 0.809, -2.496)  0.27
H (-3.667, -0.284, -1.441)  0.26
H (-1.933, -3.291, -1.838)  0.29
H (-3.015, -2.428, -0.715)  0.27
H (-1.416, -2.974, -0.148)  0.21
H (-1.400, -1.719, -3.881)  0.28
H (0.171, -2.167, -3.193)  0.24
H (-0.130, -0.487, -3.691)  0.27
C (1.031, 3.525, -2.532)  -0.05
C (0.023, 4.343, -2.031)  -0.21
C (-0.125, 5.646, -2.575)  -0.18
C (0.712, 6.087, -3.610)  -0.12
C (1.675, 5.221, -4.137)  -0.16
C (1.810, 3.931, -3.612)  -0.25
Se (1.651, 1.620, -1.829)  0.31
H (-0.115, -0.650, 0.713)  -0.07
H (-0.654, 3.993, -1.256)  0.21
H (-0.881, 6.315, -2.189)  0.26
H (0.604, 7.084, -4.021)  0.27
H (2.328, 5.534, -4.945)  0.27
H (2.531, 3.248, -4.055)  0.25
C (-1.957, -4.526, 3.801)  -0.67
C (-1.484, -3.515, 2.788)  0.66
N (-2.289, -2.438, 2.652)  -0.70
O (-0.472, -3.636, 2.101)  -0.09
H (-2.334, -4.034, 4.706)  0.31
H (-1.113, -5.171, 4.056)  0.29
H (-2.758, -5.147, 3.371)  0.32
H (-2.072, -1.732, 1.957)  0.42
H (-3.170, -2.366, 3.129)  0.47

As for the largest force on an atom: 0.1033 Eh/bohr. The relative energy (zero: lowest compared OMol25 entry of this formula, charge and spin) is 2.184 eV. Its energy is -118912.401 eV. The spin multiplicity is 3. Its total charge is +4.

[4]
ORCA calculation (ωB97M-V/def2-TZVPD) on 8 unconnected molecules or ions with the total composition C3H20O9 in a non-equilibrium geometry.

Each line ends with the natural charge from an NBO analysis.
Geometry (Å):
O (-1.212, -0.039, 1.811)  -0.53
C (-0.208, 0.565, 2.034)  0.46
C (0.766, 0.908, 0.947)  -0.56
C (0.736, 2.525, 0.880)  -0.06
O (-0.324, 3.068, 0.056)  -0.76
H (0.241, 0.658, 3.003)  0.09
H (1.714, 0.464, 1.194)  0.27
H (0.548, 0.406, 0.058)  0.20
H (0.544, 2.898, 1.894)  0.17
H (1.755, 2.948, 0.586)  0.17
H (-0.405, 2.600, -0.789)  0.49
H (1.072, -1.947, -0.304)  0.48
H (1.618, -2.824, 0.780)  0.49
O (1.652, -1.904, 0.403)  -0.96
H (-0.479, -1.170, -2.569)  0.51
H (0.951, -1.885, -2.898)  0.48
O (0.460, -1.080, -2.843)  -1.03
H (-1.527, -3.059, 0.916)  0.50
H (-0.801, -3.407, 2.307)  0.47
O (-0.715, -3.164, 1.451)  -0.97
H (-0.253, 2.578, -2.978)  0.50
H (-0.161, 1.125, -2.491)  0.51
O (-0.609, 1.925, -2.331)  -0.97
H (-2.608, 1.173, -2.353)  0.49
H (-2.613, 1.271, -0.849)  0.50
O (-3.006, 0.740, -1.624)  -0.95
H (3.013, -1.275, 1.915)  0.51
H (2.219, -0.258, 2.965)  0.46
O (2.994, -0.500, 2.581)  -0.97
H (-1.102, -1.038, -0.771)  0.48
H (-2.557, -0.831, -1.502)  0.53
O (-1.701, -1.472, -1.481)  -1.01

As for the largest force on an atom: 0.1210 Eh/bohr. The relative energy (zero: lowest compared OMol25 entry of this formula, charge and spin) is 2.352 eV. Its energy is -21861.149 eV. The spin multiplicity is 1.